No. 1
The following is a DFT calculation (ωB97M-V/def2-TZVPD) of a 2-piece molecular cluster, C12H18P overall at a distorted geometry.

```
31
Properties=species:S:1:pos:R:3
C -1.3492 2.4322 3.2149
C -0.3430 1.5229 3.6022
C -1.5574 2.6613 1.8516
C 0.4423 0.7631 2.6898
C -0.8016 1.9400 0.9536
C 0.1587 1.0582 1.3890
C -0.0741 1.4653 -2.2960
C 1.0781 1.2136 -1.6345
C -1.1684 -1.3024 -0.5496
C 0.5330 -2.2806 -2.7223
C 1.3146 -2.7135 -0.0976
C 1.5014 0.0509 -1.0711
P 0.5861 -1.4265 -1.1173
H -1.8528 3.0401 3.8780
H -0.3629 1.1854 4.6389
H -2.3852 3.1798 1.4660
H 1.1841 0.0534 3.0784
H -1.1359 2.0283 -0.0213
H -0.4960 2.4338 -2.5182
H -0.6234 0.6333 -2.7735
H 1.7331 1.9218 -1.1195
H -1.7570 -0.8455 -1.3405
H -1.3798 -0.6510 0.3166
H -1.4901 -2.2518 -0.4182
H -0.4015 -2.0218 -3.1212
H 0.5496 -3.3045 -2.4233
H 1.3292 -2.1128 -3.4431
H 0.4461 -3.3054 -0.0051
H 1.7257 -2.1555 0.7669
H 2.1651 -3.2279 -0.6020
H 2.4312 0.0157 -0.5717
```

Properties
- Highest occupied orbital energy (alpha / beta): -12.09 / -12.32 eV
- Energy above the lowest of the compared OMol25 structures with the same formula, charge and spin: 169.87 kJ/mol
- Lowest unoccupied orbital energy (alpha / beta): -5.0 / -3.5 eV
- Charge: +1
- Orbital gap (alpha / beta): 7.1 / 8.8 eV

=====

No. 2
The following is a DFT calculation (ωB97M-V/def2-TZVPD) of C38H38N3O9P2Tl as an isolated structure at a distorted geometry.

```
91
Properties=species:S:1:pos:R:3
Tl -4.3969 -1.9354 18.9296
O -6.1140 -1.1041 20.2646
C -6.1081 -0.8707 21.7008
C -4.8932 0.0325 22.1187
C -3.5017 -0.5412 22.0527
C -2.6192 -0.4882 23.1095
C -1.2519 -0.8372 22.9492
C -0.8826 -1.3590 21.7228
C -1.8410 -1.5568 20.7232
C -1.4063 -2.1605 19.3988
C -1.8875 -3.6535 19.2802
O -3.2535 -3.6844 19.3828
C -1.4105 -4.1930 17.9173
C -0.7035 -5.3982 17.7894
C -0.4137 -5.8423 16.5338
C -0.7238 -5.1075 15.4306
C -1.3904 -3.9063 15.5276
C -1.7576 -3.4467 16.7770
C -1.3075 -4.3589 20.4790
C -2.1826 -4.7463 21.4693
C -1.7517 -5.3948 22.6258
C -0.3861 -5.6162 22.8388
C 0.4935 -5.2411 21.8253
C 0.0387 -4.6178 20.6670
N -3.1281 -1.1797 20.9111
C -7.4517 -0.1696 21.9593
C -7.5266 1.2236 21.9323
C -8.7601 1.8981 21.9637
C -9.9535 1.1554 21.9303
C -9.8796 -0.2117 22.0688
C -8.6365 -0.8869 22.0910
C -5.9518 -2.1991 22.4224
C -5.4820 -2.3287 23.7369
C -5.2688 -3.5498 24.3305
C -5.5117 -4.7465 23.6326
C -6.0164 -4.6368 22.3146
C -6.2765 -3.3888 21.7718
H -5.0714 0.3951 23.1241
H -4.8736 0.8898 21.4600
H -2.9350 -0.1027 24.0952
H -0.5001 -0.7228 23.6971
H 0.1443 -1.6234 21.5533
H -0.3263 -2.0905 19.2753
H -1.7692 -1.5588 18.6095
H -0.3901 -5.9421 18.6770
H 0.1602 -6.7648 16.4724
H -0.3632 -5.3479 14.4360
H -1.5899 -3.2426 14.6802
H -2.3116 -2.5215 16.9217
H -3.2288 -4.4694 21.3458
H -2.4717 -5.5490 23.4323
H 0.0145 -6.1149 23.7332
H 1.5410 -5.4558 21.8746
H 0.8190 -4.3268 19.9380
H -6.6540 1.8815 21.9080
H -8.6983 2.9718 22.0323
H -10.8803 1.6664 21.8649
H -10.7581 -0.8355 22.0647
H -8.6344 -1.9607 22.1985
H -5.2205 -1.4610 24.4017
H -4.8758 -3.6115 25.3427
H -5.2140 -5.6818 24.0208
H -6.1662 -5.5144 21.7690
H -6.7373 -3.2903 20.7825
C -6.5213 1.3940 15.5133
C -5.2191 0.7661 16.1478
O -4.0785 1.3842 15.6430
P -5.1075 0.9808 17.9788
O -6.4428 0.7613 18.6203
O -4.6409 2.4944 18.0776
O -3.9462 0.1461 18.4897
P -5.1723 -1.0312 15.6315
O -6.6706 -1.5797 15.6050
O -4.6343 -1.0792 14.2133
O -4.5034 -1.8523 16.7172
H -6.4215 2.4969 15.6479
H -7.4536 1.1463 15.9977
H -6.5479 1.2542 14.4388
H -3.7449 0.9735 14.8413
H -6.3324 -0.2863 19.7268
H -4.2830 2.8995 17.2678
H -6.9491 -1.9027 14.7806
N -7.0933 -3.3697 17.9193
C -7.7588 -4.4974 17.6352
C -6.9939 -5.5489 18.1555
C -5.8612 -4.8827 18.6760
N -5.9261 -3.5796 18.5220
H -7.2673 -2.4956 17.4670
H -8.7186 -4.4482 17.2202
H -7.1948 -6.5900 18.0976
H -5.0070 -5.3236 19.1762
```

Properties
- Highest occupied orbital energy: -8.65 eV
- Energy above the lowest of the compared OMol25 structures with the same formula, charge and spin: 0.00 kJ/mol
- Lowest unoccupied orbital energy: 0.2 eV
- Orbital gap: 8.8 eV

=====

No. 3
The following is a DFT calculation (ωB97M-V/def2-TZVPD) of a single C5H8N2 molecule at a distorted geometry.

```
15
Properties=species:S:1:pos:R:3
C -1.7599 0.3401 0.3384
C -0.4871 -0.1307 -0.3266
C 0.7870 0.7164 -0.2992
C 0.1223 1.8820 -0.8331
N -0.5689 2.1796 -1.7278
N 0.5269 -0.2425 0.7368
C 1.5073 -1.3170 0.8392
H -1.5778 1.1624 1.0406
H -2.5067 0.6390 -0.3986
H -2.1550 -0.5101 0.9060
H -0.6490 -0.1106 -1.4605
H 1.5711 0.4080 -0.9978
H 1.7849 -1.7091 -0.1465
H 1.0708 -2.1261 1.4323
H 2.4075 -0.9570 1.3501
```

Properties
- SMILES: C[C@H]1[C@@H](C#N)N1C
- Highest occupied orbital energy: -9.04 eV
- Energy above the lowest of the compared OMol25 structures with the same formula, charge and spin: 484.66 kJ/mol
- Lowest unoccupied orbital energy: 0.8 eV
- Orbital gap: 9.9 eV

=====

No. 4
The following is a DFT calculation (ωB97M-V/def2-TZVPD) of a 2-piece molecular cluster, C2H6N3O3 overall at a distorted geometry.

```
14
Properties=species:S:1:pos:R:3
C -1.4306 -1.2596 -0.3755
C 0.4284 0.7834 0.7142
N 1.4422 0.5421 -0.1897
N -0.4567 2.5188 -0.4819
N 2.0919 -0.5635 -0.0777
O 1.7369 -1.4527 0.7079
O 3.0500 -0.7409 -0.8775
O -0.4180 1.6910 0.6069
H -1.5265 -0.9727 0.6502
H -1.8642 -2.2947 -0.3906
H -2.0430 -0.6518 -1.0464
H 0.3195 0.1758 1.6172
H -0.3679 -1.0705 -0.6186
H -0.9621 3.2954 -0.2387
```

Properties
- Highest occupied orbital energy (alpha / beta): -3.20 / -3.19 eV
- Energy above the lowest of the compared OMol25 structures with the same formula, charge and spin: 934.03 kJ/mol
- Lowest unoccupied orbital energy (alpha / beta): 3.9 / 3.9 eV
- Charge: -1
- Orbital gap (alpha / beta): 7.1 / 7.1 eV